--- 1 ---
C3H5NO3 | ωB97M-V with the def2-TZVPD basis set

Geometry as ORCA input:
```
! wB97M-V def2-TZVPD RIJCOSX def2/J DEFGRID3
* xyz 0 1
C -0.51 0.31 -0.99
N -1.81 0.29 -0.22
O -2.33 1.35 -0.08
O -2.09 -0.77 0.29
H -0.18 0.50 0.11
H -0.26 -0.76 -1.33
H -0.51 1.12 -1.83
C 1.32 -0.62 1.25
C 1.47 -0.14 0.05
O 2.20 0.12 -0.83
H 2.38 -0.68 1.68
H 0.33 -0.73 1.89
*
```

Output
Orbital gap: 0.3436 Eh
E_HOMO: -9.49 eV
Structure (SMILES): C[N+](=O)[O-].C=C=O
Lowest unoccupied orbital energy: -0.005 Eh

--- 2 ---
C3H5NO3 | ωB97M-V with the def2-TZVPD basis set

Geometry as ORCA input:
```
! wB97M-V def2-TZVPD RIJCOSX def2/J DEFGRID3
* xyz 0 1
C 0.29 1.15 0.89
C 0.99 0.20 0.22
O 2.33 0.28 0.03
N 0.29 -0.69 -0.50
C -1.10 -0.76 -0.23
O -1.66 -1.84 -0.06
O -1.82 0.30 -0.66
H -0.59 1.02 1.51
H 0.75 2.13 1.02
H 2.56 -0.20 -0.79
H 0.72 -1.57 -0.78
H -2.74 -0.02 -0.66
*
```

Output
Orbital gap: 0.3164 Eh
E_HOMO: -8.25 eV
Structure (SMILES): C=C(O)NC(=O)O
Lowest unoccupied orbital energy: 0.013 Eh

Bottom line: 2, by a margin of 0.1978 hartree.

--- 1 ---
CH2ClOP | ωB97M-V with the def2-TZVPD basis set

Geometry as ORCA input:
```
! wB97M-V def2-TZVPD RIJCOSX def2/J DEFGRID3
* xyz 0 1
C -2.39 1.99 -0.44
O -3.45 1.97 0.13
P -0.39 -0.82 -0.37
Cl -1.65 3.30 -1.15
H 0.08 -1.97 0.37
H 0.51 -1.36 -1.32
*
```

Output
Orbital gap (alpha / beta): 0.2904 / 0.2878 Eh
E_HOMO (alpha / beta): -9.09 / -9.19 eV
Lowest unoccupied orbital energy (alpha / beta): -0.044 / -0.050 Eh

--- 2 ---
CH2ClOP | ωB97M-V with the def2-TZVPD basis set

Geometry as ORCA input:
```
! wB97M-V def2-TZVPD RIJCOSX def2/J DEFGRID3
* xyz 0 1
C 1.29 -0.24 0.23
O 1.87 0.79 0.35
P -1.58 -0.15 0.13
Cl 1.80 -1.79 -0.06
H -1.95 0.10 -1.09
H -1.43 1.29 0.44
*
```

Output
Orbital gap (alpha / beta): 0.2838 / 0.2878 Eh
E_HOMO (alpha / beta): -8.86 / -8.81 eV
Lowest unoccupied orbital energy (alpha / beta): -0.042 / -0.036 Eh

Bottom line: 2, by a margin of 0.0137 hartree.

--- 1 ---
C3H2N4O | ωB97M-V with the def2-TZVPD basis set

Geometry as ORCA input:
```
! wB97M-V def2-TZVPD RIJCOSX def2/J DEFGRID3
* xyz 0 1
C 1.03 0.66 -0.95
N 1.02 1.36 0.37
C 0.34 0.67 1.26
N -0.24 -0.44 0.59
N -1.31 -1.14 0.76
N -1.78 -1.41 -0.37
O -1.03 -0.97 -1.32
C 0.03 -0.29 -0.70
H 1.52 1.00 -1.99
H 0.41 0.57 2.35
*
```

Output
Orbital gap: 0.3607 Eh
E_HOMO: -9.19 eV
Structure (SMILES): c1ncn2nnoc12
Lowest unoccupied orbital energy: 0.023 Eh

--- 2 ---
C3H2N4O | ωB97M-V with the def2-TZVPD basis set

Geometry as ORCA input:
```
! wB97M-V def2-TZVPD RIJCOSX def2/J DEFGRID3
* xyz 0 1
C 0.96 -0.13 -1.49
C -0.02 0.12 -0.43
C -0.37 1.13 0.55
N 0.40 1.18 1.73
N -0.82 -0.76 0.22
N -1.31 0.16 1.12
N -0.32 0.30 2.23
O 1.01 -1.18 -2.02
H 1.73 0.74 -1.86
H -1.26 -1.57 -0.04
*
```

Output
Orbital gap (alpha / beta): 0.3059 / 0.3060 Eh
E_HOMO (alpha / beta): -9.56 / -9.56 eV
Lowest unoccupied orbital energy (alpha / beta): -0.045 / -0.045 Eh

Bottom line: 1, by a margin of 0.0830 hartree.

--- 1 ---
C4H8FN2 | ωB97M-V with the def2-TZVPD basis set

Geometry as ORCA input:
```
! wB97M-V def2-TZVPD RIJCOSX def2/J DEFGRID3
* xyz 1 1
C -0.32 2.09 1.29
C -0.31 -1.30 -2.00
C 1.08 -1.65 -1.76
C 0.23 -1.14 -0.70
N -1.40 1.33 1.28
N 0.69 1.85 2.05
F -0.04 -1.01 0.56
H -0.62 -0.31 -2.43
H -1.16 -2.04 -2.22
H 1.67 -2.65 -1.58
H 1.87 -0.93 -1.93
H -2.04 1.43 0.50
H -1.60 0.61 1.94
H 1.40 2.48 2.14
H 0.57 1.21 2.87
*
```

Output
Orbital gap (alpha / beta): 0.1382 / 0.1909 Eh
E_HOMO (alpha / beta): -10.92 / -11.69 eV
Lowest unoccupied orbital energy (alpha / beta): -0.263 / -0.239 Eh

--- 2 ---
C4H8FN2 | ωB97M-V with the def2-TZVPD basis set

Geometry as ORCA input:
```
! wB97M-V def2-TZVPD RIJCOSX def2/J DEFGRID3
* xyz 1 1
C -2.58 -0.25 0.11
C -1.14 0.18 0.21
C -0.18 -0.65 0.10
F -0.16 -1.96 -0.07
C 1.59 -0.19 0.09
N 1.96 1.02 0.03
N 2.40 -1.23 0.08
H -2.63 -1.34 0.02
H -3.23 0.18 0.93
H -2.92 0.25 -0.78
H -1.08 1.32 0.12
H 1.31 1.80 0.03
H 2.94 1.16 0.13
H 1.85 -2.10 0.29
H 3.38 -1.05 0.12
*
```

Output
Orbital gap: 0.4025 Eh
E_HOMO: -14.41 eV
Structure (SMILES): C/C=C(\F)C(N)=[NH2+]
Lowest unoccupied orbital energy: -0.127 Eh

Bottom line: 2, by a margin of 0.1887 hartree.

--- 1 ---
C4H8FN2 | ωB97M-V with the def2-TZVPD basis set

Geometry as ORCA input:
```
! wB97M-V def2-TZVPD RIJCOSX def2/J DEFGRID3
* xyz 1 1
C -1.84 -0.95 -0.38
C 0.28 -1.29 0.49
C -0.93 0.76 -0.46
C 0.23 0.24 0.34
N -1.03 -1.76 0.15
N 1.56 0.78 -0.10
F -1.73 1.55 0.22
H -2.84 -0.76 -0.78
H 1.07 -1.86 -0.06
H 0.28 -1.58 1.54
H -0.87 1.24 -1.43
H 0.06 0.77 1.34
H 1.49 1.75 -0.22
H 1.79 0.51 -1.08
H 2.47 0.59 0.44
*
```

Output
Orbital gap: 0.3367 Eh
E_HOMO: -13.23 eV
Lowest unoccupied orbital energy: -0.149 Eh

--- 2 ---
C4H8FN2 | ωB97M-V with the def2-TZVPD basis set

Geometry as ORCA input:
```
! wB97M-V def2-TZVPD RIJCOSX def2/J DEFGRID3
* xyz 1 1
C -1.28 0.25 -0.03
C -0.32 -0.70 -0.05
C 1.53 -0.04 -0.10
C -2.79 0.16 0.01
N 1.78 1.21 -0.08
N 2.34 -1.07 0.07
F -0.24 -2.00 -0.03
H -0.91 1.23 0.10
H -3.10 -0.83 0.02
H -2.97 0.77 0.91
H -3.07 0.59 -0.97
H 1.07 1.87 0.00
H 2.75 1.45 -0.32
H 1.82 -1.91 0.21
H 3.40 -0.99 0.27
*
```

Output
Orbital gap: 0.3917 Eh
E_HOMO: -14.14 eV
Lowest unoccupied orbital energy: -0.128 Eh

Bottom line: 2, by a margin of 0.0290 hartree.

--- 1 ---
C3H12N3O | ωB97M-V with the def2-TZVPD basis set

Geometry as ORCA input:
```
! wB97M-V def2-TZVPD RIJCOSX def2/J DEFGRID3
* xyz 1 1
C 0.43 1.52 1.11
C -0.43 1.84 0.14
N -1.34 1.02 -0.43
N 1.27 2.61 1.69
H 0.58 0.57 1.58
H -0.45 2.86 -0.21
H -1.75 1.31 -1.29
H -1.16 0.02 -0.37
H 2.24 2.31 1.77
H 0.96 2.88 2.62
H 1.26 3.43 1.10
N -0.86 -3.24 -1.56
C 0.10 -2.23 -1.24
O -0.01 -1.66 0.08
H -0.67 -4.11 -1.08
H -1.80 -2.95 -1.29
H 1.10 -2.65 -1.37
H -0.04 -1.40 -1.93
H 0.58 -2.12 0.69
*
```

Output
Orbital gap: 0.3362 Eh
E_HOMO: -12.63 eV
Lowest unoccupied orbital energy: -0.128 Eh

--- 2 ---
C3H12N3O | ωB97M-V with the def2-TZVPD basis set

Geometry as ORCA input:
```
! wB97M-V def2-TZVPD RIJCOSX def2/J DEFGRID3
* xyz 1 1
C 0.01 1.12 -2.91
O 0.84 -0.02 -3.10
H 1.72 0.14 -3.51
H -0.88 0.93 -3.49
H 0.47 1.96 -3.46
H -0.02 1.43 -1.87
C 0.32 -0.40 3.15
C -0.24 -0.32 0.73
N 0.03 -0.92 -0.42
N 0.67 -0.35 1.72
N -1.44 0.24 0.92
H 0.93 -1.28 -0.62
H -0.64 -1.04 -1.16
H 1.51 -0.85 1.44
H -1.60 0.70 1.81
H -2.24 -0.01 0.35
H 0.80 0.41 3.67
H 0.53 -1.41 3.49
H -0.76 -0.33 3.27
*
```

Output
Orbital gap: 0.3990 Eh
E_HOMO: -13.85 eV
Lowest unoccupied orbital energy: -0.110 Eh

Bottom line: 2, by a margin of 0.0355 hartree.

--- 1 ---
C3H12N3O | ωB97M-V with the def2-TZVPD basis set

Geometry as ORCA input:
```
! wB97M-V def2-TZVPD RIJCOSX def2/J DEFGRID3
* xyz 1 1
C 1.99 0.43 2.68
O 2.49 -0.12 1.42
H 3.24 -0.66 1.67
H 1.26 1.18 2.39
H 2.86 0.91 3.14
H 1.50 -0.34 3.26
C 0.71 0.24 -1.02
C -1.70 -0.38 -1.16
N -2.09 0.46 -0.15
N -0.44 -0.49 -1.54
N -2.65 -1.07 -1.76
H -1.29 0.79 0.38
H -2.63 1.28 -0.41
H -0.21 -1.21 -2.21
H -2.43 -1.60 -2.59
H -3.60 -0.87 -1.60
H 1.54 -0.44 -0.93
H 0.55 0.70 -0.05
H 0.89 1.18 -1.54
*
```

Output
Orbital gap: 0.3841 Eh
E_HOMO: -13.53 eV
Lowest unoccupied orbital energy: -0.113 Eh

--- 2 ---
C3H12N3O | ωB97M-V with the def2-TZVPD basis set

Geometry as ORCA input:
```
! wB97M-V def2-TZVPD RIJCOSX def2/J DEFGRID3
* xyz 1 1
C 1.12 0.75 0.60
C -0.20 -0.06 0.62
N -0.28 -1.01 1.65
N -1.31 0.96 1.13
C -0.73 -0.48 -1.02
N 0.19 -1.27 -1.81
O -0.95 0.77 -1.58
H 1.23 1.66 1.07
H 1.73 0.06 1.03
H 1.44 0.87 -0.47
H 0.63 -1.36 2.01
H -0.79 -1.85 1.45
H -2.15 0.43 1.26
H -0.79 1.34 1.88
H -1.50 1.60 0.32
H -1.63 -0.98 -0.77
H 0.42 -2.14 -1.32
H 0.95 -0.76 -2.22
H -0.83 0.85 -2.60
*
```

Output
Orbital gap: 0.3799 Eh
E_HOMO: -13.36 eV
Structure (SMILES): C[C@@](N)([NH3+])[C@H](N)O
Lowest unoccupied orbital energy: -0.111 Eh

Bottom line: 1, by a margin of 0.0449 hartree.

--- 1 ---
C3H12N3O | ωB97M-V with the def2-TZVPD basis set

Geometry as ORCA input:
```
! wB97M-V def2-TZVPD RIJCOSX def2/J DEFGRID3
* xyz 1 1
C 0.73 0.11 0.71
N 2.28 3.22 -0.52
C 1.40 2.29 -0.22
N 1.67 1.22 0.47
H 1.06 -0.75 0.13
H -0.28 0.40 0.43
H 0.74 -0.12 1.77
H 3.23 3.20 -0.17
H 1.99 3.98 -1.11
H 0.37 2.44 -0.54
H 2.61 1.05 0.80
N -1.65 -3.08 -0.74
C -1.91 -1.66 -0.55
O -1.94 -1.26 0.84
H -1.05 -3.36 0.03
H -2.53 -3.54 -0.51
H -1.13 -1.04 -0.99
H -2.85 -1.43 -1.04
H -2.74 -1.68 1.20
*
```

Output
Orbital gap: 0.3409 Eh
E_HOMO: -12.71 eV
Lowest unoccupied orbital energy: -0.126 Eh

--- 2 ---
C3H12N3O | ωB97M-V with the def2-TZVPD basis set

Geometry as ORCA input:
```
! wB97M-V def2-TZVPD RIJCOSX def2/J DEFGRID3
* xyz 1 1
C 2.27 0.33 0.28
C -0.55 -0.27 -1.53
C -0.68 -0.26 -0.14
N -0.46 -1.43 0.47
N -1.00 0.73 0.59
N -0.86 0.55 1.96
O -1.38 0.55 -2.32
H 1.32 0.04 0.80
H 2.67 1.23 0.46
H 2.03 0.46 -0.84
H -0.49 -1.23 -2.05
H 0.43 0.26 -1.75
H -1.63 0.29 2.46
H -0.63 -1.51 1.48
H -1.19 1.59 0.14
H 3.02 -0.46 0.48
H -0.44 -2.23 -0.26
H -0.42 1.36 2.54
H -2.01 0.00 -2.75
*
```

Output
Orbital gap: 0.4236 Eh
E_HOMO: -15.06 eV
Lowest unoccupied orbital energy: -0.130 Eh

Bottom line: 1, by a margin of 0.0856 hartree.